(1)
Formula: H4NPS2
Source: the Open Molecules 2025 dataset
Level of theory: wB97M-V/def2-TZVPD

```
8
Properties=species:S:1:pos:R:3:forces:R:3
N 0.73027 0.22742 -0.91479 -1.5 -1.5 3.8
P -0.21218 0.59881 0.87367 1.3 0.7 -3.3
S -2.14801 0.80453 -0.05510 -0.1 1.8 2.3
S -0.17452 -1.38819 1.36361 2.4 -0.1 1.7
H 0.65278 0.89006 -1.60611 -0.5 2.4 -1.6
H 1.71335 0.00926 -0.84736 0.2 -0.1 0.6
H -1.70334 -0.06135 -0.83638 0.6 -2.3 -2.4
H 1.14164 -1.08053 2.02246 -2.4 -0.9 -1.1
```
Positions in Å, forces in eV/Å.

Properties
- E_tot (hartree) = -1194.85242
- HOMO-LUMO gap (eV) = 9.523
- highest occupied orbital energy (eV) = -9.01
- structure (SMILES) = NP(S)S

natural (NBO) atomic charge list, values in e, 2 entries: N -1.1266; P 0.6743

---

(2)
Formula: C4H5Li2O2Tl
Source: the Open Molecules 2025 dataset
Level of theory: wB97M-V/def2-TZVPD

```
14
Properties=species:S:1:pos:R:3:forces:R:3
O -1.20813 -1.64891 -0.05356 -0.5 -1.1 -0.1
C -0.92815 -0.36499 -0.52677 0.4 1.0 1.1
C 0.43119 -0.19315 -1.17896 -0.2 2.8 1.3
Li -1.20612 -1.50882 1.70457 0.2 0.5 -0.9
Li -0.37409 -2.46746 -1.90355 -0.1 1.5 1.1
H 1.32635 -0.83715 -1.27752 -0.6 -0.4 0.8
H -1.76194 0.08505 -1.10872 0.1 -0.8 -0.2
C 0.67487 1.10344 -0.02004 0.2 -1.0 -3.3
C -0.72323 0.93787 0.56478 -0.7 -2.4 0.0
O 1.68750 0.87176 0.85861 1.3 -0.3 0.9
H 0.74801 2.05196 -0.59549 0.4 -0.2 0.5
H -1.55337 1.66330 0.58278 0.6 0.2 -0.8
H -0.62885 0.74661 1.64838 0.3 -0.6 0.1
Tl 3.51598 -0.43949 1.30549 -1.4 0.9 -0.6
```
Positions in Å, forces in eV/Å.

Properties
- E_tot (hartree) = -493.26835
- HOMO-LUMO gap (eV) = 3.855
- highest occupied orbital energy (eV) = -4.47

natural (NBO) atomic charge list, values in e, 2 entries: O -1.1457; C 0.0721

---

(3)
Formula: C19H23CrN5O3S
Source: the Open Molecules 2025 dataset
Level of theory: wB97M-V/def2-TZVPD

```
52
Properties=species:S:1:pos:R:3:forces:R:3
Cr -1.23742 1.68077 -0.62520 0.1 -0.1 -0.3
C -2.28222 3.55888 -0.62929 0.1 0.1 0.1
C -0.89979 3.78317 -0.33972 0.0 0.1 0.1
C -0.15092 3.40219 -1.47493 0.2 0.0 0.0
C -1.05323 2.95017 -2.45763 0.1 0.0 -0.1
C -2.36291 3.04691 -1.94081 -0.1 0.1 -0.1
H -3.10921 3.75743 0.03294 0.0 0.0 0.0
H -0.49680 4.18088 0.57754 0.0 0.0 0.0
H 0.92390 3.40935 -1.55556 0.0 0.0 0.0
H -0.78210 2.54187 -3.41868 0.0 0.0 0.0
H -3.26246 2.73070 -2.44591 0.0 0.0 0.0
N 6.00431 -1.22105 2.77288 0.1 0.0 0.1
C 4.84683 -1.11320 2.05626 0.0 0.0 -0.1
C 3.80562 -2.02978 2.24010 -0.1 0.0 0.0
C 2.62506 -1.90053 1.53865 -0.1 0.0 0.0
C 2.46515 -0.85724 0.63821 0.2 0.1 -0.1
C 3.49441 0.06060 0.44017 0.1 0.0 0.0
C 4.67138 -0.06096 1.14334 -0.1 0.0 0.0
S 0.99455 -0.66556 -0.26410 0.2 0.0 -0.2
O 0.13390 -1.79380 0.00575 -0.1 -0.1 0.0
O 1.29022 -0.34502 -1.63651 0.0 0.0 0.1
N 0.27275 0.68440 0.31016 -0.3 0.3 0.1
C -0.35276 0.70111 1.52379 0.3 -0.1 -0.2
N 0.06189 0.15172 2.65671 0.0 -0.1 0.0
C -0.68956 0.41936 3.71515 -0.1 0.1 0.1
C -1.83203 1.22549 3.68274 0.0 0.0 -0.1
C -2.20798 1.72320 2.45268 0.1 -0.2 0.1
N -1.47659 1.42817 1.37801 -0.3 0.2 0.1
H 6.19597 -2.06741 3.27720 0.0 0.0 0.0
H 6.80405 -0.67859 2.50163 0.0 0.0 0.0
H 3.92886 -2.84573 2.94007 0.0 0.0 0.0
H 1.81938 -2.60483 1.68861 0.0 0.0 0.0
H 3.37636 0.86575 -0.27184 0.0 0.0 0.0
H 5.46746 0.65482 0.98523 0.0 0.0 0.0
H -0.36700 -0.01863 4.65256 0.0 0.0 0.0
H -2.39923 1.43558 4.57506 0.0 0.0 0.0
H -3.08761 2.33595 2.30322 0.0 0.0 0.0
C -2.25539 -3.23368 -2.62283 0.0 0.0 0.0
N -1.84271 -1.83266 -2.59614 0.0 0.0 0.0
C -1.00899 -1.37488 -3.70675 0.0 0.0 0.1
C -2.18073 -1.04263 -1.60747 0.4 -0.1 0.1
C -3.00807 -1.55835 -0.47732 -0.1 0.0 0.0
O -1.79677 0.17168 -1.60184 -0.6 -0.3 0.1
H -1.64082 -3.74804 -3.35561 0.0 0.0 0.0
H -3.30216 -3.32902 -2.91195 0.0 0.0 0.0
H -2.09038 -3.69862 -1.65340 0.0 0.0 0.0
H -1.58604 -1.42412 -4.62997 0.0 0.0 0.0
H -0.14065 -2.02730 -3.77545 0.0 0.0 0.0
H -0.66631 -0.36493 -3.51948 0.0 0.0 0.0
H -3.91580 -2.04536 -0.83419 0.0 0.0 0.0
H -3.27732 -0.73447 0.17865 0.0 0.0 0.0
H -2.42014 -2.28373 0.08526 0.0 0.0 0.0
```
Positions in Å, forces in eV/Å.

Properties
- multiplicity = 2
- E_tot (hartree) = -2679.80000
- total charge = +1
- ⟨S²⟩ = 0.76
- HOMO-LUMO gap (spin up / spin down) (eV) = 6.870 / 7.213
- highest occupied orbital energy (spin up / spin down) (eV) = -10.32 / -10.32

natural (NBO) atomic charge list, values in e, 2 entries: Cr 0.8878; C -0.2539

---

(4)
Formula: C18H47N3O7
Source: the Open Molecules 2025 dataset
Level of theory: wB97M-V/def2-TZVPD

```
75
Properties=species:S:1:pos:R:3:forces:R:3
C 27.02019 -20.09633 -15.91830 -1.3 -0.2 -0.1
O 25.84261 -20.67787 -16.57280 -0.2 1.4 1.5
C 25.86402 -21.78337 -17.39832 2.3 -0.9 -0.4
C 26.82733 -22.82704 -16.85683 -0.2 -3.3 -1.4
C 26.98565 -24.01830 -17.90768 0.7 1.3 0.4
N 26.33052 -23.50508 -15.66714 -0.8 0.9 0.1
H 27.93635 -19.93912 -16.48754 -0.4 0.1 -0.8
H 27.38961 -20.59735 -15.02353 -0.5 -0.7 0.1
H 26.56011 -19.17062 -15.57266 0.6 0.2 -0.1
H 24.89714 -22.23863 -17.61278 -0.4 0.4 0.7
H 26.23979 -21.48437 -18.37684 0.2 0.0 -0.4
H 27.83206 -22.42586 -16.72390 0.1 0.4 0.0
H 27.30970 -23.57233 -18.84800 -0.2 -0.2 -0.3
H 26.10984 -24.65599 -18.02765 -0.2 0.5 0.1
H 27.79499 -24.67991 -17.59893 0.1 0.0 0.2
H 25.91206 -22.82326 -15.05061 0.1 -0.1 0.5
H 27.00797 -24.08056 -15.18757 0.1 0.2 0.0
C 25.80987 -21.83800 -4.25937 1.0 -0.1 1.3
O 25.96977 -20.43729 -4.41267 -0.6 0.2 -0.4
C 25.05231 -19.56722 -3.70173 0.3 -0.2 -0.6
C 23.97019 -19.07149 -4.68270 1.6 -0.6 1.3
N 22.94383 -20.03670 -4.88947 -2.0 1.3 -1.4
C 21.59157 -19.40237 -4.71256 0.4 -2.3 -0.4
C 20.59557 -20.51786 -5.15017 0.6 0.6 2.0
O 20.47016 -21.30738 -3.93148 -0.9 -0.6 -0.8
C 19.78343 -22.54938 -4.13800 0.4 0.3 -1.2
H 24.93593 -22.37152 -4.63311 -0.6 0.7 0.0
H 25.97925 -21.99565 -3.19421 -0.6 -0.6 0.3
H 26.63655 -22.39764 -4.69697 0.3 0.6 -0.5
H 25.63537 -18.75331 -3.27083 0.3 0.2 -0.5
H 24.63150 -20.02138 -2.80465 -0.3 -0.6 -0.1
H 24.52228 -18.86265 -5.59905 -0.1 0.3 -0.2
H 23.52701 -18.15829 -4.28554 0.1 0.2 0.0
H 22.95845 -20.94030 -4.43848 0.3 0.4 0.4
H 21.38942 -18.46239 -5.22605 0.7 -0.2 -0.6
H 21.52790 -19.15240 -3.65352 -0.8 -0.1 0.2
H 21.04577 -21.13380 -5.92865 0.1 0.1 -0.1
H 19.65776 -20.10563 -5.52256 -0.4 -0.2 0.3
H 19.85611 -23.22604 -3.28657 0.0 0.5 0.1
H 20.18997 -23.06791 -5.00630 0.7 -0.2 0.0
H 18.76443 -22.43605 -4.50802 -0.5 0.4 0.7
C 35.44515 -23.54667 -3.90747 0.5 -0.6 0.3
O 34.87196 -23.20404 -5.17617 -0.5 0.3 1.7
C 34.18523 -21.92016 -5.06170 1.3 -1.1 -1.1
C 34.01798 -21.39134 -6.50450 -2.0 -1.2 0.7
N 32.98116 -22.21547 -7.30075 1.0 1.3 1.8
C 33.04612 -21.84630 -8.68171 0.4 0.5 -1.1
C 32.18449 -22.69200 -9.60538 -1.6 -0.1 0.1
O 30.87863 -22.17038 -9.86542 -1.0 1.0 1.1
C 30.07319 -22.09469 -8.63671 1.5 0.5 -0.5
H 35.54046 -24.61157 -3.69536 -0.1 -0.4 -1.1
H 34.91829 -23.27458 -2.99287 -0.7 0.9 -0.3
H 36.46018 -23.16248 -3.80643 0.1 0.3 -0.2
H 34.81064 -21.29274 -4.42664 0.3 0.5 -0.4
H 33.27060 -22.00383 -4.47471 -0.5 -0.3 -0.5
H 34.94669 -21.35153 -7.07372 0.3 0.0 0.3
H 33.62633 -20.38876 -6.33258 -0.1 0.2 -0.6
H 33.16363 -23.20122 -7.17785 0.3 -0.1 0.0
H 34.07448 -21.82409 -9.04237 0.5 -0.5 -0.3
H 32.78986 -20.79374 -8.80226 -0.5 0.1 0.1
H 31.97339 -23.64965 -9.12952 0.6 -0.5 0.1
H 32.54766 -22.88180 -10.61542 0.6 0.2 0.3
H 30.10689 -23.10221 -8.22214 -0.9 0.0 0.2
H 29.12759 -21.56625 -8.75799 -0.3 -1.0 -0.9
H 30.50601 -21.42947 -7.88955 0.8 -0.1 0.0
O 31.39064 -28.85893 -3.72611 0.5 -0.1 -0.5
C 31.20769 -27.64789 -3.00153 0.2 -0.8 0.8
C 29.75781 -27.61855 -2.49634 1.6 0.7 -1.0
O 28.97348 -27.41741 -3.62986 -1.6 0.5 -0.2
H 31.48600 -29.63420 -3.16802 -0.1 0.2 0.3
H 31.91848 -27.48482 -2.19141 0.2 -0.5 0.3
H 31.50423 -26.88691 -3.72339 -0.8 0.3 0.0
H 29.66048 -26.79155 -1.79298 -0.4 0.1 0.0
H 29.48688 -28.54987 -1.99901 0.2 -0.2 0.2
H 29.41515 -27.72369 -4.42530 0.2 -0.3 0.2
```
Positions in Å, forces in eV/Å.

Properties
- E_tot (hartree) = -1404.70815
- HOMO-LUMO gap (eV) = 8.862
- highest occupied orbital energy (eV) = -8.31
- structure (SMILES) = COC[C@H](C)N.COCCNCCOC.COCCNCCOC.OCCO

Löwdin atomic charge list, values in e, 2 entries: C -0.0742; O -0.1844

---

(5)
Formula: C4H14N2O2
Source: the Open Molecules 2025 dataset
Level of theory: wB97M-V/def2-TZVPD

```
22
Properties=species:S:1:pos:R:3:forces:R:3
C 1.53436 -1.43646 1.30277 -0.4 0.0 0.8
N 0.15421 -1.42704 0.79502 0.4 -0.2 -0.8
C -0.25137 -0.32006 -0.08378 -0.1 0.1 1.1
C -1.67868 -0.65900 -0.56620 -0.2 1.2 0.6
N -2.53473 0.54157 -0.74492 0.6 0.0 -0.5
C -0.24216 0.96087 0.75069 -0.8 0.8 -0.3
O -0.25886 2.11100 -0.08664 0.4 0.2 0.0
H 1.97156 -0.44747 1.34447 0.1 0.2 -0.3
H 2.22895 -2.09593 0.78508 -0.1 0.0 -0.2
H 1.46953 -1.73892 2.35149 0.2 -0.2 0.0
H 0.03266 -2.28321 0.26459 -0.2 -0.1 0.2
H 0.39516 -0.13125 -0.94793 0.0 -0.2 -0.1
H -2.16711 -1.23860 0.21655 0.4 -0.7 -0.2
H -1.58278 -1.17478 -1.50783 -0.3 -0.4 -0.2
H -3.09708 0.70908 0.07415 -0.2 0.0 0.0
H -3.12823 0.46484 -1.55584 -0.1 0.0 0.1
H 0.61487 1.09837 1.40795 0.2 -0.3 -0.2
H -1.11789 1.00656 1.41194 0.0 -0.3 0.1
H -1.07011 2.06751 -0.61354 -0.1 -0.2 0.1
O 2.81740 0.13428 -1.14768 -0.4 0.5 0.5
H 2.15914 0.59982 -0.60923 -0.3 -0.4 -0.2
H 3.47310 0.82838 -1.16331 0.8 0.1 -0.4
```
Positions in Å, forces in eV/Å.

Properties
- E_tot (hartree) = -420.75844
- HOMO-LUMO gap (eV) = 9.851
- highest occupied orbital energy (eV) = -8.96
- structure (SMILES) = CN[C@@H](CN)CO.O

natural (NBO) atomic charge list, values in e, 2 entries: C -0.4175; N -0.6312

---

(6)
Formula: C2H8O3Si
Source: the Open Molecules 2025 dataset
Level of theory: wB97M-V/def2-TZVPD

```
14
Properties=species:S:1:pos:R:3:forces:R:3
C 1.89280 0.63054 -0.96035 0.1 0.4 -0.5
C -2.31736 -0.02704 -0.95304 2.0 -1.0 0.2
O 0.80750 -2.91093 0.63344 0.0 -0.2 -0.2
O 1.65739 -0.73844 -0.61803 0.6 -0.5 0.1
O -1.35913 0.21958 0.03445 1.9 -0.7 0.4
Si 0.93028 -1.32106 0.67222 -2.5 0.7 -1.8
H 0.93613 1.08256 -1.01152 -1.1 0.6 0.2
H 2.25889 0.73197 -2.03645 0.4 -0.4 1.8
H 2.43310 1.12362 -0.12070 0.2 -0.2 -1.1
H -2.84678 -0.91555 -0.74438 -0.6 -1.7 -0.1
H -2.02306 -0.00918 -2.01102 0.6 -0.3 0.0
H -3.08067 0.66138 -0.92571 -1.8 2.4 0.4
H 0.11448 -3.55363 0.80060 0.0 0.4 0.0
H 1.23627 -0.92156 1.99867 0.2 0.7 0.7
```
Positions in Å, forces in eV/Å.

Properties
- E_tot (hartree) = -596.14421
- HOMO-LUMO gap (spin up / spin down) (eV) = 7.672 / 7.663
- highest occupied orbital energy (spin up / spin down) (eV) = -7.75 / -7.74

natural (NBO) atomic charge list, values in e, 2 entries: C -0.2613; C -0.2384